Record 1
# C17H26N4O4SSn

A structure of composition C17H26N4O4SSn (ωB97M-V/def2-TZVPD, the OMol25 dataset).

Calculated values
Total charge = +2
DFT total energy = -48850.59300 eV
ΔE to the lowest compared entry with this formula, charge and spin = 1.796 eV
Frontier orbital gap (spin up / spin down) = 6.48 / 6.90 eV

Cartesian coordinates (Å):
Sn: -0.39183 -0.04601 -0.70254
C: -1.04804 0.57588 2.36710
C: -2.26475 -0.24158 1.96401
N: -2.04393 -0.98917 0.70123
C: -3.31743 -1.16758 -0.03418
C: -3.84052 0.15517 -0.59893
S: -2.60473 1.39939 -1.11568
C: -2.49190 2.53625 0.30727
C: -1.10090 2.62147 0.92189
N: -0.48532 1.31740 1.22837
H: -0.26286 -0.08236 2.73608
H: -1.31547 1.25010 3.18545
H: -3.13426 0.39284 1.82619
H: -2.51359 -0.93389 2.77004
H: -1.68199 -1.91986 0.90240
H: -4.07435 -1.59108 0.62977
H: -3.15234 -1.87869 -0.84132
H: -4.50625 0.66876 0.09354
H: -4.41906 -0.05609 -1.49683
H: -3.25988 2.27472 1.03071
H: -2.74084 3.52540 -0.07696
H: -1.16539 3.23144 1.82820
H: -0.43477 3.13695 0.22849
H: 0.50174 1.46810 1.40535
C: 3.96214 0.28854 1.33298
C: 2.98468 -0.05866 0.25737
N: 1.81863 -0.56795 0.43924
O: 1.51562 -0.75312 1.81274
C: 3.41265 0.09496 -1.15958
C: 4.86731 0.09239 -1.52288
N: 2.56319 0.21526 -2.09063
O: 1.33651 0.27875 -2.21235
H: 3.46138 0.62348 2.23570
H: 4.65009 1.05506 0.98520
H: 4.54618 -0.59718 1.59221
H: 1.22584 -1.67694 1.85725
H: 5.40355 -0.66168 -0.94902
H: 5.31360 1.06481 -1.31205
H: 4.98444 -0.11766 -2.58249
O: -0.03435 -2.14814 -1.01014
C: -0.66243 -2.12662 -2.12789
O: -1.23289 -1.00576 -2.40886
C: -0.74373 -3.28388 -3.00088
C: 0.11601 -4.36331 -2.79029
C: 0.04454 -5.45966 -3.62992
C: -0.89148 -5.48503 -4.65747
C: -1.75243 -4.41280 -4.86160
C: -1.67354 -3.30200 -4.04194
H: 0.83114 -4.33253 -1.98039
H: 0.71361 -6.29595 -3.48578
H: -0.94772 -6.34654 -5.30827
H: -2.47470 -4.44280 -5.66482
H: -2.31806 -2.44988 -4.20710

Here are the Löwdin charges for atoms 1 to 2, given in e: 1.362 -0.153

---

Record 2
# C17H26O10PS2

A cluster of 3 separate species, C17H26O10PS2 in total (ωB97M-V/def2-TZVPD, the OMol25 dataset).

Calculated values
Total charge = -1
DFT total energy = -69486.87386 eV
Frontier orbital gap = 5.87 eV

Cartesian coordinates (Å):
C: 0.06363 -1.74498 2.07831
C: -0.68472 -0.42774 1.84296
S: -0.39395 0.30786 0.21546
C: 0.59854 1.81049 0.47757
C: -0.25547 3.06233 0.90940
O: -1.48632 2.49311 1.53372
C: -2.55140 3.26100 1.57879
O: -2.57371 4.47266 1.40205
C: -3.83271 2.55217 1.93240
C: -4.03853 2.05210 3.18259
C: -5.24145 1.46099 3.44537
C: -6.21279 1.36509 2.49733
C: -5.97263 1.83973 1.23889
C: -4.77942 2.43695 0.95199
P: 0.60543 3.93481 2.19559
O: 0.13982 5.49888 2.26358
O: 0.34173 3.26687 3.70292
S: 2.54850 3.93762 1.90453
H: -0.12725 -2.42839 1.25214
H: 1.11903 -1.52103 2.21242
H: -0.33458 -2.18601 2.99609
H: -0.35004 0.30201 2.58421
H: -1.76027 -0.51483 1.99745
H: 1.33633 1.55889 1.24016
H: 1.07933 2.06932 -0.45856
H: -3.27048 2.12311 3.93875
H: -5.44967 1.06453 4.43278
H: -7.16790 0.90814 2.71490
H: -6.70888 1.77686 0.44825
H: -4.55359 2.82549 -0.03105
H: -0.18712 5.73782 3.13674
H: -0.11318 3.88356 4.28766
C: 3.55004 -0.85095 -5.05871
O: 4.28250 0.36121 -4.89433
C: 4.17800 0.89431 -3.66995
O: 3.54400 0.43651 -2.76078
O: 4.89948 2.01193 -3.64459
C: 4.87925 2.70047 -2.38694
H: 3.71182 -1.18219 -6.08142
H: 3.91414 -1.61703 -4.37559
H: 2.48544 -0.68177 -4.90420
H: 5.29369 2.07403 -1.59969
H: 3.86870 3.01156 -2.13033
H: 5.50111 3.58432 -2.49836
C: 1.02799 -7.82439 -0.86792
O: 0.70332 -6.46063 -0.61334
C: 0.84118 -5.65863 -1.67369
O: 1.20272 -6.00334 -2.76915
O: 0.51132 -4.42816 -1.30606
C: 0.61112 -3.45019 -2.34728
H: 0.87621 -8.36432 0.06307
H: 0.37208 -8.24111 -1.63095
H: 2.06972 -7.92296 -1.16953
H: -0.06352 -3.69513 -3.16616
H: 1.63630 -3.37587 -2.70498
H: 0.31706 -2.49710 -1.91451

Here are the Löwdin charges for atoms 1 to 2, given in e: -0.168 -0.559

---

Record 3
# C17H27BCrNO4P2

A structure of composition C17H27BCrNO4P2 (ωB97M-V/def2-TZVPD, the OMol25 dataset).

Calculated values
Total charge = +2
DFT total energy = -75409.84626 eV
ΔE to the lowest compared entry with this formula, charge and spin = 0.000 eV
Spin multiplicity = 4
Frontier orbital gap (spin up / spin down) = 6.10 / 6.66 eV

Cartesian coordinates (Å):
Cr: -0.42627 0.38688 -0.37031
P: -1.25871 -0.70417 1.61626
C: -2.61560 0.55778 1.61435
C: -2.10879 1.98214 1.44406
N: -1.05262 2.11079 0.61885
C: -0.48397 3.31014 0.38181
C: -1.00395 4.46297 0.94952
C: -2.13731 4.36398 1.76575
C: -2.69577 3.10365 2.01681
C: 0.71117 3.34089 -0.57547
P: 0.88034 1.77227 -1.45391
H: -3.58512 2.95454 2.62989
H: -0.50409 5.40761 0.71911
H: -2.56613 5.25454 2.20809
H: 0.61972 4.14135 -1.32581
H: 1.64466 3.49508 -0.01493
H: -3.24334 0.28082 0.71826
H: -3.14057 0.46837 2.57574
H: -2.39329 -0.15166 -2.91661
O: -2.90552 -0.00317 -2.05077
H: -3.84441 -0.00900 -2.32159
H: -0.74291 -1.25593 -3.69080
O: -1.29506 -0.51326 -4.03170
H: -1.20771 -0.54294 -4.99977
C: -0.07507 1.97359 -2.97004
H: 0.30086 2.85887 -3.49673
H: 0.03561 1.07112 -3.58728
H: -1.14670 2.10343 -2.73890
C: 2.57767 1.43292 -1.88041
H: 2.60759 0.51350 -2.48403
H: 2.98851 2.26352 -2.47424
H: 3.17512 1.27759 -0.97177
C: -0.52531 -0.61168 3.27351
H: -1.25559 -0.96446 4.02292
H: 0.36490 -1.25772 3.32849
H: -0.23353 0.41784 3.51576
C: -2.08136 -2.29140 1.43098
H: -1.33806 -3.05118 1.17346
H: -2.57899 -2.58031 2.36695
H: -2.82198 -2.22020 0.62435
O: 1.84326 -1.36300 1.27762
B: 0.68015 -1.25207 0.38703
O: 0.66990 -2.46789 -0.44832
C: 1.83772 -3.09464 -0.18276
C: 2.26251 -4.31720 -0.66294
C: 3.37955 -4.91204 -0.07584
C: 4.04516 -4.28683 0.97676
C: 3.61923 -3.04784 1.45862
C: 2.51630 -2.46144 0.86478
H: 1.72129 -4.78294 -1.47625
H: 3.74046 -5.86496 -0.45369
H: 4.91998 -4.75284 1.42499
H: 4.12605 -2.54539 2.27011

Here are the Löwdin charges for atoms 1 to 2, given in e: 0.555 0.892

---

Record 4
# C17H27BF4N8O3Pd

A structure of composition C17H27BF4N8O3Pd (ωB97M-V/def2-TZVPD, the OMol25 dataset).

Calculated values
DFT total energy = -51161.30786 eV
ΔE to the lowest compared entry with this formula, charge and spin = 0.908 eV
Frontier orbital gap = 7.31 eV

Cartesian coordinates (Å):
Pd: -0.17847 0.00577 0.11879
F: 1.69899 0.86131 0.65672
B: 2.91421 0.02910 0.42670
F: 2.49075 -1.05783 -0.35280
F: 3.82615 0.81514 -0.22733
F: 3.33360 -0.39102 1.67732
C: 2.07403 -2.78068 3.02981
N: 0.75894 -2.32754 2.59040
C: 0.22259 -3.04807 1.45236
C: 0.29026 -1.09133 2.88398
N: -0.48386 -0.44133 2.04962
N: 0.63358 -0.55866 4.09146
C: 0.54625 -1.35478 5.30473
C: 0.47816 0.87337 4.28972
H: 2.72814 -2.88592 2.16461
H: 1.99157 -3.74038 3.54536
H: 2.52427 -2.04727 3.68938
H: 0.46109 -4.10392 1.57866
H: 0.65698 -2.69674 0.51077
H: -0.85988 -2.93543 1.42221
H: -0.92844 0.38516 2.43283
H: 0.58413 -2.41435 5.07261
H: -0.39265 -1.14794 5.82943
H: 1.37427 -1.11212 5.97208
H: 0.75081 1.40829 3.38236
H: 1.15072 1.18284 5.08884
H: -0.54393 1.14691 4.57703
C: -4.19238 -0.89939 -0.12474
O: -2.86654 -0.38213 0.17731
C: -1.80698 -0.84130 -0.35514
C: -1.93211 -1.99346 -1.28834
H: -4.40227 -0.76027 -1.18163
H: -4.86979 -0.29362 0.46326
H: -4.24869 -1.94949 0.15839
H: -2.47730 -2.80596 -0.80008
H: -0.95480 -2.35727 -1.58704
H: -2.51247 -1.70011 -2.16897
O: 0.03442 -3.37758 -6.20537
C: 0.45969 -2.09811 -6.62829
N: 0.52409 -1.31209 -5.42254
C: 0.47518 0.04006 -5.45878
O: 0.42813 0.66279 -6.50289
C: 0.47882 0.75219 -4.13580
C: 0.75283 2.11468 -4.12149
C: 0.77589 2.78311 -2.91480
C: 0.50047 2.08335 -1.75278
N: 0.20129 0.77866 -1.76944
C: 0.19957 0.12941 -2.93465
H: 0.06918 -3.97924 -6.95460
H: -0.24781 -1.62316 -7.31020
H: 1.43961 -2.15093 -7.11482
H: 0.71367 -1.81583 -4.57381
H: 0.94686 2.61382 -5.06135
H: 0.99634 3.83869 -2.85721
H: 0.49189 2.56353 -0.78450
H: -0.03408 -0.92313 -2.88629
N: -1.40299 2.24213 0.92138
C: -2.21287 2.51457 0.12423
N: -2.98716 2.85166 -0.86220
C: -4.23821 2.44114 -0.87136
N: -5.34513 2.10119 -0.96407

Here are the Löwdin charges for atoms 1 to 2, given in e: 1.030 -0.044

---

Record 5
# C17H27BrNO3PRhS2

A structure of composition C17H27BrNO3PRhS2 (ωB97M-V/def2-TZVPD, the OMol25 dataset).

Calculated values
Total charge = +1
DFT total energy = -129702.35668 eV
Spin multiplicity = 5
Frontier orbital gap (spin up / spin down) = 8.60 / 5.95 eV

Cartesian coordinates (Å):
Rh: -0.37508 -0.37333 -0.01952
Br: 3.06292 0.39724 -0.25649
C: 1.95998 1.93043 -0.22045
C: 2.48862 3.20481 -0.32385
C: 1.59796 4.26966 -0.32029
C: 0.23820 4.02285 -0.21759
C: -0.18652 2.70879 -0.10575
N: 0.66619 1.69208 -0.10368
C: -1.68894 2.35618 0.06038
O: -2.47708 3.26522 0.16029
O: -1.92845 1.11156 0.09462
H: 3.55379 3.35328 -0.40353
H: 1.96297 5.28054 -0.40340
H: -0.50000 4.80767 -0.21602
C: -1.41821 -2.31388 4.10104
C: -1.08990 -2.25356 2.61441
C: -2.31275 -1.82054 1.79864
P: 0.35838 -1.17240 2.12098
C: 1.90016 -2.21667 2.27691
C: 1.96526 -3.11835 3.50505
C: 2.02961 -3.05474 1.00640
C: 0.61311 0.31682 3.23261
C: -0.65976 1.15685 3.30788
C: 1.17847 0.04874 4.62267
H: -2.22547 -3.03004 4.24856
H: -1.76086 -1.34986 4.46858
H: -0.56610 -2.64233 4.68989
H: -0.78989 -3.25440 2.27382
H: -2.71630 -0.87324 2.15361
H: -3.09708 -2.57142 1.86554
H: -2.05123 -1.70673 0.72272
H: 2.72652 -1.49649 2.31286
H: 1.17880 -3.86758 3.48626
H: 1.90509 -2.56015 4.43400
H: 2.92001 -3.64267 3.49279
H: 1.22558 -3.78403 0.93001
H: 2.97360 -3.59370 1.00612
H: 2.00107 -2.41672 0.12464
H: 1.36952 0.88374 2.66849
H: -1.36026 0.75271 4.03221
H: -1.16123 1.20858 2.34297
H: -0.41686 2.17073 3.61732
H: 0.51354 -0.56885 5.21949
H: 1.28759 1.00643 5.12972
H: 2.16206 -0.41097 4.57416
C: 2.60715 -3.39540 -3.60873
O: 1.82214 -2.23370 -3.36073
C: 0.80461 -2.30054 -2.55356
S: 0.21266 -3.63734 -1.76567
S: -0.09172 -0.85609 -2.31089
H: 3.22859 -3.61609 -2.73692
H: 3.23582 -3.15587 -4.46270
H: 1.97413 -4.25516 -3.83672

Here are the Löwdin charges for atoms 1 to 2, given in e: 0.688 0.816